No. 1
A molecular structure, C40H59F17N8O7P2 at a distorted geometry, computed with wB97M-V/def2-TZVPD.

Each line ends with the Löwdin charge.
Geometry (Å):
O  3.957  -2.980  -5.850  -0.220
P  4.667  -1.840  -5.334  0.267
O  4.752  -0.693  -6.438  -0.086
O  6.131  -2.283  -4.930  -0.082
O  3.839  -1.197  -4.089  -0.267
P  4.731  -0.921  -2.683  0.930
O  5.060  -2.507  -2.049  -0.323
O  6.057  0.087  -3.144  -0.214
O  3.612  0.124  -1.707  -0.057
C  3.751  -0.067  -0.404  -0.647
F  5.027  -0.192  -0.009  0.130
F  3.131  -1.212  -0.073  0.151
C  3.133  1.044  0.488  -0.364
F  1.811  0.807  0.496  0.162
F  3.509  0.891  1.740  0.178
C  3.311  2.517  -0.008  -0.369
F  2.824  3.316  0.962  0.158
F  2.536  2.682  -1.057  0.193
C  4.759  2.977  -0.227  -0.358
F  5.354  2.303  -1.190  0.181
F  5.432  2.658  0.885  0.169
C  4.928  4.494  -0.568  -0.366
F  3.767  5.087  -0.805  0.184
F  5.612  4.613  -1.696  0.187
C  5.651  5.331  0.514  -0.369
F  5.434  6.615  0.190  0.163
F  5.109  5.187  1.703  0.194
C  7.199  5.157  0.579  -0.367
F  7.641  4.052  0.004  0.188
F  7.520  5.061  1.871  0.171
C  8.025  6.348  0.031  -0.618
F  9.292  5.947  0.039  0.184
F  7.746  6.628  -1.212  0.217
F  7.975  7.397  0.798  0.223
H  3.839  -0.480  -6.660  0.092
H  6.763  -1.652  -5.301  0.099
H  6.882  -0.342  -2.897  0.058
C  -0.466  3.302  0.725  -0.111
C  -0.817  4.684  1.262  -0.260
C  -1.775  4.632  2.454  -0.191
C  -3.038  3.997  2.063  -0.245
N  -4.016  3.508  1.758  0.146
H  -1.347  2.784  0.353  0.074
H  0.239  3.377  -0.102  0.058
H  -0.008  2.687  1.503  0.074
H  -1.261  5.278  0.462  0.113
H  0.100  5.193  1.566  0.105
H  -1.985  5.641  2.810  0.083
H  -1.335  4.066  3.276  0.118
C  2.216  -5.468  0.512  -0.101
C  1.481  -5.413  -0.823  -0.265
C  2.375  -5.684  -2.031  -0.151
C  3.444  -4.683  -2.088  -0.061
N  4.264  -3.897  -2.134  0.104
H  2.994  -4.704  0.576  0.069
H  1.523  -5.292  1.334  0.074
H  2.682  -6.444  0.665  0.077
H  1.023  -4.428  -0.934  0.104
H  0.671  -6.143  -0.812  0.086
H  1.781  -5.631  -2.944  0.121
H  2.832  -6.673  -1.985  0.124
C  -2.318  -2.808  -1.534  -0.113
C  -1.809  -3.130  -2.936  -0.275
C  -2.417  -4.417  -3.508  -0.201
C  -2.061  -5.553  -2.647  -0.242
N  -1.771  -6.432  -1.986  0.155
H  -2.046  -3.586  -0.817  0.066
H  -1.884  -1.873  -1.178  0.070
H  -3.402  -2.703  -1.524  0.043
H  -0.719  -3.218  -2.911  0.104
H  -2.045  -2.304  -3.599  0.064
H  -2.042  -4.609  -4.507  0.071
H  -3.504  -4.337  -3.565  0.120
C  -5.453  -6.799  -1.335  -0.111
C  -6.390  -6.638  -0.143  -0.255
C  -7.062  -5.263  -0.091  -0.215
C  -6.048  -4.207  0.022  -0.222
N  -5.263  -3.390  0.113  0.159
H  -4.625  -6.090  -1.292  0.047
H  -5.021  -7.799  -1.350  0.074
H  -5.988  -6.647  -2.276  0.078
H  -5.827  -6.808  0.777  0.112
H  -7.166  -7.405  -0.191  0.106
H  -7.721  -5.203  0.760  0.060
H  -7.653  -5.092  -0.989  0.112
C  -2.379  0.855  -5.647  -0.104
C  -1.878  0.443  -7.021  -0.264
C  -2.500  -0.861  -7.517  -0.178
C  -2.182  -1.973  -6.614  -0.185
N  -1.929  -2.834  -5.916  0.193
H  -2.114  0.118  -4.886  0.065
H  -1.932  1.799  -5.354  0.072
H  -3.463  0.977  -5.642  0.081
H  -0.791  0.343  -6.990  0.110
H  -2.106  1.235  -7.736  0.108
H  -2.122  -1.105  -8.509  0.118
H  -3.585  -0.767  -7.582  0.122
C  -2.718  8.554  5.817  -0.109
C  -1.231  8.815  5.603  -0.263
C  -0.942  9.602  4.320  -0.184
C  -1.412  8.861  3.145  -0.234
N  -1.774  8.285  2.236  0.162
H  -3.136  7.942  5.017  0.069
H  -2.879  8.019  6.753  0.073
H  -3.278  9.489  5.861  0.078
H  -0.701  7.861  5.575  0.109
H  -0.840  9.374  6.454  0.107
H  0.129  9.777  4.216  0.117
H  -1.441  10.571  4.344  0.121
C  -10.693  -6.133  4.016  -0.110
C  -10.160  -4.729  3.752  -0.260
C  -10.652  -4.144  2.423  -0.175
C  -10.212  -4.978  1.300  -0.216
N  -9.862  -5.622  0.432  0.173
H  -10.350  -6.840  3.259  0.071
H  -10.343  -6.496  4.982  0.073
H  -11.784  -6.143  4.025  0.077
H  -9.069  -4.753  3.760  0.111
H  -10.472  -4.069  4.563  0.108
H  -10.258  -3.138  2.283  0.120
H  -11.741  -4.086  2.409  0.121
C  5.919  1.681  6.256  -0.109
C  6.177  1.743  4.754  -0.258
C  5.492  0.609  3.983  -0.193
C  5.987  -0.693  4.443  -0.239
N  6.373  -1.700  4.797  0.150
H  6.321  0.766  6.693  0.071
H  6.399  2.520  6.759  0.071
H  4.850  1.723  6.472  0.077
H  7.253  1.710  4.576  0.113
H  5.816  2.699  4.369  0.104
H  5.693  0.704  2.918  0.096
H  4.412  0.646  4.128  0.115

Summary:
* net charge: 0
* largest force on an atom: 0.1596 Eh/bohr
* LUMO level: 0.005 eV

No. 2
A molecular structure, C40H59InN3P3 at a distorted geometry, computed with wB97M-V/def2-TZVPD.

Each line ends with the Löwdin charge.
Geometry (Å):
In  0.397  -0.214  0.058  0.699
C  -3.386  -0.343  1.240  -0.211
P  -2.289  0.443  0.075  1.022
C  -2.857  0.148  -1.677  -0.453
N  -4.132  0.104  -1.808  0.140
C  -4.671  0.334  -3.044  -0.178
C  -6.074  0.366  -3.127  -0.013
C  -6.578  0.806  -4.294  -0.020
C  -5.702  1.034  -5.439  -0.039
C  -4.376  1.050  -5.377  -0.003
C  -3.800  0.632  -4.152  -0.203
N  -2.490  0.488  -4.020  0.160
C  -2.014  0.279  -2.785  -0.404
P  -0.259  -0.216  -2.681  0.977
C  0.539  0.796  -3.940  -0.226
C  -0.449  -2.022  -3.081  -0.650
C  -1.391  -2.366  -4.269  -0.056
C  -1.073  -2.602  -1.802  -0.097
C  0.984  -2.525  -3.366  -0.069
C  -2.645  2.264  0.275  -0.645
C  -2.928  2.527  1.765  -0.087
C  -3.781  2.792  -0.617  -0.055
C  -1.280  2.975  -0.075  -0.078
H  -4.313  0.164  1.292  0.049
H  -2.886  -0.331  2.189  0.032
H  -3.562  -1.403  0.974  0.080
H  -6.612  0.235  -2.165  0.140
H  -7.658  0.819  -4.524  0.130
H  -6.246  1.145  -6.354  0.114
H  -3.783  1.379  -6.221  0.130
H  0.412  0.438  -4.979  0.073
H  1.633  0.872  -3.705  0.050
H  0.118  1.806  -3.898  0.060
H  -2.435  -2.220  -4.027  0.078
H  -1.302  -3.410  -4.477  0.083
H  -1.242  -1.829  -5.220  0.099
H  -1.961  -2.124  -1.448  0.052
H  -0.360  -2.613  -0.970  0.008
H  -1.313  -3.637  -2.135  0.127
H  1.460  -1.900  -4.117  0.089
H  1.026  -3.488  -3.830  0.096
H  1.585  -2.538  -2.474  0.018
H  -3.935  2.303  2.149  0.098
H  -2.799  3.645  1.912  0.125
H  -2.219  2.051  2.471  0.048
H  -4.767  2.373  -0.337  0.104
H  -3.623  2.653  -1.669  0.072
H  -3.820  3.833  -0.434  0.081
H  -0.536  2.860  0.728  0.038
H  -1.498  4.054  0.023  0.104
H  -0.908  2.693  -1.084  0.081
C  3.810  -4.092  0.311  -0.089
C  2.515  -3.358  -0.100  -0.510
C  1.345  -3.846  0.768  -0.096
P  2.598  -1.500  -0.160  1.051
C  3.460  -0.690  -1.605  -0.518
C  4.785  -1.302  -1.992  -0.073
C  3.537  0.777  -1.175  -0.098
C  3.210  -0.850  1.405  -0.309
C  4.434  -1.301  1.892  -0.055
C  4.943  -0.856  3.103  -0.217
C  6.421  -1.126  3.518  -0.020
C  4.101  -0.087  3.914  -0.008
C  2.907  0.387  3.448  0.001
C  2.485  0.101  2.144  -0.278
N  1.276  0.635  1.636  -0.119
C  0.407  1.239  2.598  -0.298
C  -0.360  0.404  3.414  -0.213
C  -0.274  -1.142  3.356  -0.005
C  -1.187  0.981  4.367  -0.026
C  -1.237  2.362  4.567  -0.253
C  -2.157  2.960  5.636  -0.025
C  -0.333  3.148  3.832  -0.005
C  0.416  2.617  2.810  -0.245
C  1.331  3.554  2.041  -0.027
H  3.658  -5.086  -0.103  0.090
H  3.923  -4.119  1.417  0.099
H  4.729  -3.656  -0.126  0.073
H  2.368  -3.525  -1.157  0.074
H  1.524  -3.660  1.835  0.084
H  1.197  -4.958  0.767  0.116
H  0.435  -3.243  0.528  0.032
H  2.697  -0.771  -2.364  0.045
H  5.574  -1.143  -1.268  0.086
H  5.065  -0.829  -2.943  0.098
H  4.673  -2.402  -2.179  0.094
H  4.254  0.892  -0.419  0.073
H  2.591  1.171  -0.760  0.049
H  3.793  1.359  -2.034  0.090
H  5.040  -1.953  1.269  0.100
H  6.956  -1.571  2.688  0.069
H  6.535  -1.720  4.421  0.081
H  6.942  -0.201  3.742  0.079
H  4.386  0.317  4.864  0.125
H  2.310  0.844  4.213  0.128
H  0.705  -1.466  3.316  0.038
H  -0.720  -1.529  2.417  0.056
H  -0.796  -1.542  4.245  0.106
H  -1.748  0.320  4.988  0.115
H  -2.465  2.138  6.368  0.106
H  -3.114  3.295  5.190  0.084
H  -1.713  3.811  6.135  0.077
H  -0.301  4.236  3.945  0.140
H  1.867  3.122  1.209  0.066
H  2.138  3.788  2.767  0.109
H  0.868  4.486  1.766  0.082

Summary:
* net charge: +2
* largest force on an atom: 0.0566 Eh/bohr
* LUMO level: -5.861 eV

What is the largest force on an atom in the first record?
0.1596 Eh/bohr